{"formula": "C32H65GeN6OPSi3Zn", "method": "wB97M-V/def2-TZVPD", "spin_multiplicity": 2, "homo_lumo_gap_ev": [7.264, 5.626], "total_charge": 1, "e_above_lowest_kcal_mol": 0.00, "e_lumo_ev": [-2.653, -4.360], "elements": ["H", "H", "H", "C", "C", "C", "H", "H", "H", "H", "H", "H", "H", "Si", "H", "H", "H", "P", "C", "H", "H", "H", "H", "H", "Ge", "C", "H", "N", "C", "C", "H", "O", "H", "H", "H", "C", "H", "Zn", "H", "H", "N", "H", "C", "H", "N", "H", "C", "H", "C", "C", "H", "C", "H", "N", "Si", "H", "H", "C", "H", "C", "C", "H", "C", "C", "H", "C", "H", "C", "H", "Si", "C", "H", "N", "H", "C", "H", "H", "H", "H", "C", "H", "H", "C", "H", "H", "H", "H", "H", "C", "H", "C", "C", "H", "H", "H", "C", "H", "H", "C", "H", "H", "H", "H", "C", "C", "H", "C", "N", "H", "H"], "coordinates": [[2.854, 2.376, 4.532], [4.549, 1.980, 2.980], [3.051, 3.882, 2.652], [1.392, 2.940, 1.559], [1.407, -0.731, 3.960], [2.476, 1.999, -4.423], [-5.739, -0.544, 0.217], [-1.395, -3.841, -1.256], [-1.362, -2.335, -4.179], [-2.303, 0.462, -5.322], [-5.272, -1.264, -2.748], [-0.879, 3.545, -3.474], [-3.698, -0.894, 2.214], [-2.181, 1.482, -3.070], [-4.019, 2.612, -4.237], [1.521, 4.284, -0.110], [-0.356, 4.054, 0.977], [1.761, 1.113, 1.889], [4.589, 1.807, 1.908], [1.716, -5.739, 2.428], [-3.372, 3.028, 1.467], [4.915, -0.897, 1.568], [-0.390, 2.850, -1.928], [-4.414, 2.460, -2.525], [-2.229, -0.159, -1.310], [-0.017, -4.498, 2.414], [-2.857, -3.732, -0.278], [0.033, -2.752, 0.768], [-3.260, 0.098, 2.096], [3.707, 0.615, -0.090], [5.593, 1.441, 1.676], [1.861, -2.545, -0.500], [1.590, 2.588, -0.577], [3.924, -3.905, 0.960], [4.102, -0.572, 3.089], [-2.437, -2.441, -4.039], [-2.451, 2.980, -0.024], [0.216, -0.742, -0.337], [2.350, 1.164, 5.698], [3.259, -4.649, -0.501], [0.775, 0.145, 1.165], [1.533, 3.852, 3.549], [-4.888, -2.185, -2.314], [-0.594, 1.104, 3.541], [2.828, 3.040, -4.752], [3.007, 3.379, 0.127], [3.203, -4.629, 0.584], [0.748, -2.625, -2.708], [-3.973, 1.942, -3.375], [-2.479, -3.747, -1.300], [-2.182, -3.185, 3.030], [-5.445, 0.486, 0.025], [-0.834, -0.079, -4.536], [0.948, -0.611, -2.345], [-3.639, 0.805, 0.405], [1.005, -0.893, 4.962], [-0.582, 2.295, 0.913], [1.394, 0.558, -2.786], [-0.929, 1.552, -5.207], [-1.242, 3.035, -2.579], [1.269, -3.163, 0.381], [-4.202, 3.166, -0.080], [3.569, 0.767, 1.430], [3.962, -0.600, 2.012], [0.715, -1.153, 3.232], [2.179, -0.420, -4.824], [-2.011, -1.920, 1.861], [1.556, 0.785, 3.741], [-2.722, -3.441, -4.373], [-3.017, -2.238, -2.268], [-0.575, -3.344, 1.783], [0.252, 2.480, 4.265], [1.852, -4.253, 0.992], [1.736, 4.955, 2.203], [-3.382, 2.667, 0.437], [-0.609, 3.149, 2.460], [-2.185, 0.059, 2.281], [3.421, -5.615, 0.985], [-2.876, -4.638, -1.792], [2.661, 1.313, 4.660], [-6.039, 1.131, 0.677], [3.608, 1.554, -0.629], [-0.134, 3.111, 1.483], [3.221, -1.360, 1.765], [4.477, 2.764, 1.403], [-4.590, 1.072, -3.604], [2.991, -0.106, -0.475], [-3.711, 0.728, 2.866], [1.701, -1.634, -4.362], [3.600, 0.778, 4.530], [1.198, -4.898, 1.990], [1.969, 3.948, 2.558], [2.662, -0.335, -5.787], [-0.524, -5.007, 3.217], [-5.705, 0.730, -1.004], [2.020, 0.699, -4.016], [1.800, -2.533, -4.953], [4.706, 0.225, -0.303], [1.924, 3.308, 0.168], [-1.899, 3.726, -2.054], [-5.224, -3.013, -2.943], [2.351, -1.264, 3.901], [-0.001, 1.020, 5.199], [0.221, 1.396, 4.198], [1.102, -1.689, -3.116], [1.262, 1.411, -2.138], [-1.486, 0.780, -4.674], [-1.721, -2.818, 2.216], [-5.335, -2.308, -1.330], [-2.926, -1.722, -4.696]]}



{"formula": "C32H66Br6CoF3N6O4", "method": "wB97M-V/def2-TZVPD", "spin_multiplicity": 5, "homo_lumo_gap_ev": [5.100, 2.089], "total_charge": 4, "e_lumo_ev": [-10.787, -13.798], "elements": ["N", "C", "C", "H", "H", "N", "H", "H", "H", "C", "H", "Br", "C", "C", "H", "H", "H", "H", "F", "H", "C", "H", "H", "H", "H", "H", "H", "C", "C", "H", "H", "H", "C", "H", "H", "H", "C", "H", "C", "H", "H", "H", "N", "Br", "C", "H", "C", "H", "H", "H", "C", "H", "H", "H", "C", "F", "H", "C", "C", "F", "H", "H", "C", "N", "H", "C", "H", "C", "H", "H", "H", "H", "H", "N", "H", "H", "C", "C", "Br", "O", "H", "O", "N", "C", "H", "C", "H", "H", "Co", "H", "H", "C", "C", "H", "H", "H", "H", "O", "C", "H", "Br", "C", "C", "Br", "H", "H", "C", "H", "H", "H", "C", "H", "C", "Br", "H", "H", "O", "H"], "coordinates": [[4.376, -27.445, -32.455], [4.384, -28.477, -33.495], [2.859, -25.052, -30.346], [12.359, -31.346, -27.389], [-1.220, -29.407, -23.203], [8.544, -29.928, -28.785], [2.738, -29.515, -32.942], [0.917, -26.692, -28.018], [9.870, -31.325, -29.972], [3.947, -29.053, -28.216], [1.941, -27.472, -24.470], [-3.968, -32.422, -26.974], [-4.127, -24.959, -28.154], [1.431, -29.317, -23.477], [10.600, -33.736, -28.007], [3.842, -33.889, -26.892], [1.857, -25.128, -30.770], [-0.413, -27.637, -27.576], [3.326, -31.168, -27.139], [-1.529, -27.811, -23.695], [9.831, -30.196, -27.008], [1.065, -29.553, -27.781], [6.394, -37.795, -29.262], [4.165, -35.136, -25.711], [6.950, -30.272, -30.000], [10.236, -30.148, -26.008], [-0.124, -35.351, -22.059], [3.723, -30.585, -28.247], [5.362, -27.334, -31.513], [5.810, -37.255, -27.661], [-1.478, -34.482, -22.675], [0.712, -27.445, -26.334], [4.898, -34.034, -30.722], [0.648, -33.375, -23.057], [-2.339, -30.943, -28.189], [0.930, -30.284, -23.434], [9.574, -30.814, -29.068], [3.150, -27.610, -23.544], [2.413, -33.821, -25.338], [1.625, -33.341, -25.918], [2.842, -35.309, -26.927], [4.256, -29.592, -23.230], [2.897, -27.798, -24.503], [-3.286, -29.300, -26.751], [1.745, -34.812, -24.350], [-2.092, -36.667, -23.181], [11.278, -33.227, -27.321], [-0.789, -28.169, -22.089], [7.995, -33.449, -31.834], [8.076, -28.942, -30.496], [-2.568, -31.047, -27.128], [4.183, -29.957, -31.917], [3.528, -31.057, -23.676], [7.907, -34.868, -29.258], [4.993, -26.361, -30.552], [2.825, -30.878, -29.184], [2.232, -29.571, -25.465], [2.541, -29.191, -24.491], [0.663, -27.565, -27.417], [4.777, -31.180, -28.692], [6.970, -28.758, -29.052], [4.534, -34.328, -29.737], [-0.633, -35.094, -22.988], [10.345, -31.008, -27.979], [1.364, -28.619, -29.203], [3.365, -34.632, -26.253], [7.527, -37.126, -27.942], [3.424, -26.523, -32.205], [1.470, -35.748, -24.837], [2.519, -26.238, -32.721], [12.137, -33.889, -27.207], [11.887, -31.916, -28.920], [3.173, -24.016, -30.476], [7.004, -33.644, -31.859], [7.414, -35.892, -30.741], [7.912, -28.908, -27.058], [6.557, -37.099, -28.439], [7.563, -29.433, -29.670], [-3.295, -23.726, -26.804], [2.816, -28.330, -27.580], [4.336, -30.124, -24.953], [6.336, -35.764, -28.920], [3.734, -25.976, -30.999], [3.719, -30.054, -24.058], [2.883, -33.035, -24.747], [-1.126, -36.432, -23.628], [2.826, -25.242, -29.273], [10.770, -33.366, -26.366], [4.376, -27.273, -25.882], [4.631, -34.826, -31.421], [6.518, -32.771, -32.008], [1.460, -28.595, -28.117], [8.622, -29.615, -27.464], [4.548, -33.044, -31.016], [5.442, -25.882, -29.694], [5.406, -28.519, -33.871], [1.816, -29.067, -22.489], [0.398, -28.354, -23.854], [6.439, -33.915, -30.570], [4.056, -28.642, -29.220], [-4.658, -23.838, -29.739], [7.136, -35.181, -29.962], [3.800, -29.759, -32.918], [-2.781, -26.419, -28.557], [-4.981, -25.453, -27.692], [4.040, -30.541, -33.639], [11.530, -31.843, -27.893], [6.279, -27.899, -31.597], [-0.170, -33.747, -24.492], [3.748, -28.156, -34.320], [-0.793, -28.405, -23.153], [-1.207, -36.297, -24.706], [0.421, -34.219, -23.708], [-0.787, -31.377, -26.347], [-0.526, -37.313, -23.400], [2.257, -35.102, -23.432], [5.037, -28.532, -27.437], [6.583, -33.093, -29.868]]}



{"formula": "C32H66Cl10FINO2P2", "method": "wB97M-V/def2-TZVPD", "homo_lumo_gap_ev": 8.626, "total_charge": 1, "e_lumo_ev": -2.387, "elements": ["C", "Cl", "C", "H", "H", "C", "H", "C", "H", "Cl", "H", "H", "C", "C", "H", "C", "Cl", "N", "H", "H", "H", "C", "H", "C", "Cl", "H", "H", "C", "Cl", "H", "C", "Cl", "C", "H", "C", "H", "H", "H", "C", "H", "C", "H", "H", "C", "H", "C", "H", "H", "H", "C", "H", "H", "Cl", "C", "C", "H", "H", "H", "C", "H", "H", "H", "H", "H", "H", "C", "H", "H", "H", "C", "H", "H", "H", "Cl", "H", "P", "H", "C", "C", "C", "I", "O", "C", "H", "H", "C", "C", "C", "H", "H", "H", "H", "H", "H", "H", "H", "H", "H", "Cl", "P", "H", "H", "H", "H", "F", "Cl", "C", "H", "H", "H", "H", "H", "C", "H", "O"], "coordinates": [[1.208, -3.198, 0.170], [-3.771, 4.375, 7.086], [-2.775, 3.838, 1.449], [-2.856, -0.392, 2.723], [-2.668, -1.097, -4.589], [-1.486, -0.422, 0.949], [-2.918, -2.646, -7.312], [2.501, -2.380, 0.561], [0.725, 1.373, -7.012], [-4.578, -6.674, -7.055], [-3.475, 4.272, 2.214], [2.982, -1.929, -0.339], [-0.771, -0.614, 3.494], [-1.879, -0.832, 2.410], [5.393, 4.372, -0.934], [-3.158, -2.501, -6.231], [8.041, 1.570, 9.160], [-0.201, -1.042, 0.469], [-2.188, 5.996, 7.682], [2.462, 1.047, -1.064], [1.665, 3.161, -5.580], [1.587, 1.593, -1.499], [1.353, -0.903, 7.492], [-4.747, -2.596, -6.087], [2.596, -2.012, 9.138], [-2.245, -6.359, -7.199], [3.245, -3.114, 0.964], [-0.158, -2.527, 0.569], [3.646, 2.704, 0.675], [-2.323, -0.798, 0.299], [-1.432, 1.157, 0.684], [5.298, 2.451, -2.299], [5.814, 3.370, -0.864], [4.728, 0.142, 9.957], [-1.062, 0.842, -5.814], [5.933, -0.380, 8.776], [-1.610, 6.919, 5.504], [5.858, 3.206, 1.271], [-2.597, -7.246, -5.257], [-0.457, -1.326, -5.948], [1.649, -2.880, 6.720], [1.108, 0.483, -5.508], [6.900, 3.451, -0.914], [5.413, 2.687, 0.422], [-0.859, 3.728, 3.683], [-2.457, 6.237, 5.571], [0.852, -3.380, 7.269], [6.928, 0.514, 10.931], [-0.561, 1.434, -1.677], [5.533, 0.483, 9.306], [6.227, 2.094, 10.573], [-1.314, -0.725, -7.399], [-2.467, 5.275, 4.068], [0.589, 2.654, -3.690], [2.143, -1.653, 7.454], [-4.582, -1.958, -3.931], [3.008, -1.213, 6.959], [-1.984, 4.597, 1.234], [0.214, 1.074, -0.944], [1.258, -4.154, 0.748], [-0.475, 2.346, -3.491], [-3.437, -0.329, -6.054], [-2.698, -3.335, -5.641], [-1.159, 0.132, 4.225], [-0.135, 3.347, -5.653], [-5.299, -1.891, -4.789], [5.746, 1.650, 0.445], [2.643, 2.075, -3.332], [1.692, 2.645, -1.124], [6.599, 1.173, 10.127], [-3.370, 6.829, 5.597], [0.206, -0.234, 3.118], [-1.591, -7.640, -5.108], [-2.669, -5.676, -4.417], [-5.195, -2.133, -6.998], [-1.050, -1.024, -2.276], [-2.080, -1.940, 2.388], [0.699, 2.699, -5.276], [-2.688, -1.092, -5.706], [-0.536, 2.802, 3.141], [1.326, -3.815, -1.919], [-0.202, -1.191, -3.546], [-2.320, 5.368, 6.801], [-1.463, 4.700, 6.726], [1.510, 0.625, -3.463], [-2.882, -7.112, -6.736], [0.452, 1.280, -5.931], [1.635, 1.664, -3.067], [-1.652, 1.479, -6.525], [0.680, 3.701, -3.311], [-0.400, -2.914, 1.593], [-0.226, 2.054, 3.903], [-2.702, -8.065, -7.233], [1.159, -0.864, -1.251], [2.344, -1.636, 1.385], [0.525, -0.670, 1.105], [-3.302, -7.920, -4.773], [-1.985, 0.019, -2.548], [2.950, -4.063, 6.434], [-2.041, 2.219, 2.120], [-1.470, 0.965, -4.784], [-0.945, -2.966, -0.097], [1.262, -2.593, 5.742], [-5.055, -3.674, -6.040], [-0.642, -1.814, 4.222], [4.799, 1.577, 8.105], [-1.287, -0.656, -6.280], [0.332, 3.068, 2.491], [-5.495, -0.815, -5.036], [-6.261, -2.345, -4.441], [-3.319, 3.619, 0.501], [-2.119, 1.386, -0.183], [0.153, -0.529, -0.908], [-1.717, -2.262, -2.045], [-0.116, 1.627, 0.329]]}



{"formula": "C32H66N2O10", "method": "wB97M-V/def2-TZVPD", "homo_lumo_gap_ev": 9.552, "smiles": "NCc1ccc2c(c1CC=O)C(=O)NC2=O.CC(C)O.CC(C)O.CC(C)O.CC(C)O.CC(C)O.CC(C)O.CC(C)O", "e_lumo_ev": 0.012, "elements": ["H", "C", "H", "N", "H", "H", "O", "O", "H", "H", "C", "C", "C", "H", "C", "H", "H", "H", "H", "C", "C", "C", "H", "H", "C", "C", "C", "C", "C", "O", "H", "H", "H", "H", "C", "H", "H", "O", "N", "C", "C", "C", "H", "H", "H", "C", "O", "H", "H", "H", "H", "H", "H", "H", "C", "C", "H", "O", "H", "H", "C", "H", "C", "C", "H", "O", "H", "H", "H", "H", "H", "C", "H", "C", "H", "C", "H", "H", "H", "C", "C", "H", "H", "H", "H", "H", "C", "C", "H", "H", "H", "H", "O", "H", "H", "C", "H", "H", "O", "H", "H", "H", "O", "H", "H", "C", "H", "H", "H", "H"], "coordinates": [[8.460, -0.905, 0.163], [-6.774, 4.903, 4.146], [-1.921, 0.428, 1.102], [3.591, -3.832, -1.617], [-1.626, -1.952, 1.457], [-5.661, 4.954, 0.791], [-2.568, -2.131, 1.564], [0.844, -6.794, -4.255], [-2.908, 1.088, -5.008], [1.955, -5.376, -2.127], [2.533, -0.998, 1.165], [-2.983, 0.222, 1.263], [-2.547, -0.747, 3.540], [-4.229, -1.202, 2.283], [-3.442, -0.724, -7.041], [-3.447, 1.113, 1.688], [-5.266, 0.395, -6.834], [5.093, 2.939, 3.632], [-4.251, 5.953, 0.393], [-4.575, 5.012, 0.850], [-3.166, -0.983, 2.172], [3.044, -2.881, -2.618], [-8.280, 6.251, 4.907], [-2.829, -3.170, -0.611], [-1.067, -1.962, -2.328], [-7.499, 5.594, 5.291], [0.612, -3.663, -2.435], [-1.977, -4.155, -2.214], [1.545, -2.632, -2.501], [-2.496, 3.925, 0.283], [1.061, 0.341, 2.014], [6.916, -0.065, 0.166], [3.321, -3.204, -3.631], [3.770, -4.702, -2.110], [-5.672, 3.989, 4.661], [-6.073, 3.216, 5.319], [-3.812, 2.908, -1.793], [6.454, -2.675, -0.008], [-2.904, -3.222, -1.628], [-2.588, -1.954, -2.195], [6.054, 1.000, 5.363], [3.650, -1.930, 1.598], [3.717, 0.512, 0.789], [7.408, -3.512, -2.351], [-3.353, 1.989, -6.471], [-3.738, 1.358, -5.667], [-4.925, -0.670, -5.142], [-4.216, 2.904, 0.657], [-3.000, 0.114, 4.035], [-6.807, 6.217, 5.864], [5.629, 1.843, 5.910], [-7.487, 4.322, 3.558], [1.917, -0.538, -2.563], [-4.923, 4.562, 5.214], [-0.172, -0.952, -2.427], [-4.298, 3.758, -1.312], [4.432, -1.384, 2.133], [5.939, -0.306, 3.338], [4.526, -3.529, -1.354], [-2.602, -1.058, -6.424], [5.533, 2.065, 3.150], [6.074, -1.536, -1.647], [7.902, -2.630, -1.939], [-4.413, 0.110, -6.216], [1.792, -1.560, 0.591], [-6.217, 5.880, 3.267], [-3.049, -0.156, -7.886], [-1.471, -0.571, 3.452], [0.243, -5.675, -1.856], [3.275, -2.724, 2.247], [-3.965, 4.658, -1.837], [1.853, -0.331, 2.352], [4.120, -2.383, 0.728], [0.959, -5.138, -2.485], [8.756, -2.984, -1.355], [0.741, -5.640, -3.927], [5.942, 0.100, 5.968], [7.206, -2.956, 0.525], [7.979, 0.055, -1.248], [6.942, -1.842, -1.060], [5.378, 0.821, 4.012], [1.419, -1.071, 3.027], [-4.181, -0.930, -4.585], [3.553, -1.926, -2.458], [6.590, 2.270, 2.955], [6.877, -0.132, 3.202], [7.615, -0.614, -0.467], [-3.918, 3.827, 0.160], [7.126, 1.172, 5.238], [0.477, -4.867, -4.687], [-3.936, -1.619, -7.421], [-4.287, 5.052, 1.898], [-2.204, -5.283, -2.556], [-3.423, 0.033, 0.282], [-2.220, 4.737, -0.153], [1.160, -1.310, -2.496], [5.051, 1.924, 2.180], [2.567, 0.275, 2.915], [-3.339, -1.083, -2.548], [-5.377, 3.661, -1.438], [-0.515, 0.075, -2.439], [8.274, -2.022, -2.765], [3.065, 0.005, 0.295], [-7.954, 4.868, 5.967], [-2.678, -1.624, 4.176], [-0.709, -3.311, -2.334], [-4.441, 1.942, -5.072], [-5.156, 3.505, 3.829], [4.320, 0.606, 4.158], [-5.584, 6.404, 3.770]]}



no.,molar mass (u),E_tot (eV)
1,803.14,-183081.668
2,1194.27,-517375.300
3,1059.27,-194452.035
4,638.88,-57708.785